C37H64Cl2FNOSSbW as an isolated structure in a non-equilibrium geometry. Source: OMol25; level of theory: ωB97M-V with the def2-TZVPD basis set.

* spin multiplicity: 3
* largest force on an atom: 0.0250 hartree/bohr
* HOMO energy (spin up / spin down): -16.43 / -16.44 eV
* energy above the lowest of the compared OMol25 structures with the same formula, charge and spin: 22.1 kcal per mole
* calculated total energy: -89878.9143 eV
* net charge: +3
* orbital gap (spin up / spin down): 6.1 / 7.2 eV

The geometry in XYZ format:
```
109
Properties=species:S:1:pos:R:3:forces:R:3:lowdin_spin:R:1
W -0.010 -0.972 -0.255 0.87 0.53 -0.79 2.196
Cl 0.441 -3.023 1.612 -0.28 -0.34 -0.10 0.014
C 0.133 -4.433 0.533 -0.07 0.09 0.01 0.004
Cl -0.826 -3.862 -0.834 0.02 -0.26 0.15 0.041
H -0.436 -5.165 1.096 0.05 -0.01 0.01 0.000
H 1.090 -4.803 0.183 -0.01 -0.04 0.02 0.000
C -2.020 -1.475 -2.226 0.31 0.00 0.21 0.004
C -2.527 -0.290 -3.026 -0.07 -0.13 -0.06 0.000
C -2.432 -0.657 -4.516 0.02 0.04 -0.04 -0.001
C -1.895 1.065 -2.758 -0.20 0.07 -0.06 0.000
C -2.675 2.144 -3.171 0.00 0.00 0.03 -0.001
C -2.205 3.438 -3.096 0.08 -0.03 0.04 0.004
C -0.942 3.663 -2.576 -0.01 0.08 -0.05 0.001
C -0.124 2.634 -2.117 -0.06 0.19 -0.15 -0.001
C 1.199 3.095 -1.530 -0.05 0.12 -0.09 0.001
C 2.311 3.252 -2.573 0.06 -0.04 -0.02 0.000
C 1.691 2.313 -0.331 0.12 -0.16 0.18 0.006
C -0.634 1.333 -2.218 0.33 -0.71 0.20 0.007
N 0.211 0.164 -1.859 -0.15 0.19 -0.07 -0.237
C 1.045 -0.244 -2.932 -0.28 0.26 0.20 -0.008
C 1.148 0.436 -4.155 0.07 -0.02 0.03 -0.049
C 1.966 -0.066 -5.150 0.05 -0.07 0.03 0.006
C 2.683 -1.247 -4.965 -0.02 0.00 0.02 -0.073
C 2.574 -1.962 -3.772 -0.01 0.07 -0.05 0.005
C 1.759 -1.426 -2.818 0.00 -0.03 0.07 -0.044
F 1.539 -2.106 -1.628 -0.14 -0.17 -0.08 0.011
H -2.771 -2.253 -2.090 -0.05 0.01 -0.14 -0.001
H -1.827 -1.152 -1.157 -0.34 -0.02 0.15 0.010
H -1.136 -1.920 -2.683 0.02 0.00 0.03 0.005
H -3.586 -0.173 -2.781 0.00 0.01 -0.01 0.000
H -1.386 -0.748 -4.821 -0.01 0.01 -0.01 -0.001
H -2.902 0.105 -5.134 0.02 0.00 0.01 0.000
H -2.928 -1.606 -4.721 -0.03 0.00 0.03 0.000
H -3.663 1.948 -3.571 0.00 0.01 -0.01 0.000
H -2.816 4.266 -3.428 0.00 0.01 -0.01 0.000
H -0.573 4.678 -2.497 -0.02 0.01 -0.02 0.000
H 0.982 4.102 -1.169 -0.02 0.01 0.01 0.000
H 2.695 2.284 -2.898 -0.01 -0.07 -0.04 -0.001
H 3.149 3.803 -2.143 -0.02 0.00 0.03 0.000
H 1.976 3.804 -3.451 -0.04 -0.01 0.02 0.000
H 2.243 1.418 -0.624 -0.02 0.07 -0.04 -0.001
H 0.878 2.011 0.338 0.04 0.08 -0.09 0.006
H 2.364 2.954 0.241 0.06 -0.02 0.01 0.000
H 0.590 1.346 -4.316 0.01 0.03 -0.01 -0.001
H 2.042 0.468 -6.087 0.02 -0.01 -0.02 0.001
H 3.316 -1.627 -5.755 0.00 0.00 0.00 -0.003
H 3.086 -2.899 -3.604 0.02 -0.01 -0.03 0.001
C -0.033 -0.795 4.134 0.07 -0.08 0.04 0.000
C -0.746 0.444 3.605 -0.02 0.01 0.08 0.001
C -1.692 0.957 4.694 0.21 0.02 0.12 -0.002
C 0.270 1.533 3.264 0.12 0.02 0.01 0.001
Sb -1.833 -0.037 1.765 -0.26 -0.04 -0.03 -0.009
C -2.910 1.791 1.222 -0.04 0.09 0.11 0.007
C -3.598 2.454 2.419 0.00 0.09 -0.06 0.000
C -3.969 1.443 0.178 -0.01 0.16 -0.06 0.000
C -1.888 2.765 0.650 -0.18 0.09 -0.06 0.000
C -3.376 -1.589 2.120 -0.17 0.01 0.10 -0.001
C -4.149 -1.839 0.825 -0.06 -0.03 0.01 0.000
C -4.341 -1.085 3.194 -0.10 -0.08 -0.03 -0.003
C -2.802 -2.927 2.574 0.01 -0.01 -0.01 0.000
H 0.558 -0.496 5.005 -0.01 -0.02 0.02 0.000
H 0.670 -1.232 3.423 -0.10 0.05 0.02 0.000
H -0.726 -1.564 4.468 -0.05 -0.05 -0.01 0.000
H -1.103 1.027 5.615 -0.05 0.03 0.00 0.000
H -2.526 0.296 4.907 -0.02 -0.09 -0.02 0.000
H -2.077 1.950 4.490 -0.01 -0.03 -0.02 0.000
H 0.964 1.636 4.104 -0.02 0.03 0.00 0.000
H -0.204 2.502 3.121 -0.02 0.01 0.01 0.000
H 0.863 1.318 2.368 -0.08 -0.02 0.10 0.001
H -4.185 1.788 3.046 0.03 -0.02 -0.02 0.000
H -4.291 3.195 2.007 0.01 0.01 0.03 0.000
H -2.896 2.999 3.046 0.01 0.00 -0.02 0.000
H -4.845 0.983 0.631 -0.01 -0.01 0.02 0.000
H -3.603 0.801 -0.624 0.05 -0.03 -0.03 0.000
H -4.301 2.378 -0.283 -0.01 -0.02 0.00 0.000
H -1.101 3.021 1.357 -0.02 0.01 0.03 0.000
H -2.416 3.693 0.403 0.04 0.00 -0.02 0.000
H -1.435 2.396 -0.264 -0.09 -0.02 0.08 0.001
H -4.777 -1.006 0.527 0.02 0.01 -0.01 0.000
H -4.810 -2.695 0.993 0.00 0.03 0.00 0.000
H -3.499 -2.106 -0.006 0.07 -0.05 -0.04 0.000
H -4.768 -0.107 2.981 0.02 -0.02 -0.04 0.000
H -3.899 -1.074 4.188 0.05 0.03 0.02 0.000
H -5.176 -1.792 3.229 0.00 0.04 0.04 -0.001
H -2.327 -3.456 1.751 0.10 -0.04 -0.07 0.000
H -3.644 -3.546 2.896 0.03 0.00 0.01 0.000
H -2.111 -2.865 3.411 0.06 0.05 0.07 0.000
C 5.770 1.684 0.251 0.01 0.00 -0.04 0.000
C 4.886 0.444 0.371 -0.02 0.05 0.00 0.000
C 3.915 0.618 1.531 0.14 0.13 -0.14 0.001
S 2.698 -0.638 1.808 -0.34 -0.24 0.14 0.016
O 1.850 -0.719 0.479 0.09 0.25 0.14 0.079
C 3.662 -2.157 1.877 0.11 -0.12 0.09 0.003
C 3.918 -2.896 0.570 0.14 0.08 0.01 0.001
C 4.484 -4.285 0.853 0.05 -0.02 -0.01 0.000
H 6.473 1.573 -0.572 0.00 -0.01 0.00 0.000
H 6.348 1.847 1.161 0.00 -0.01 0.01 0.000
H 5.176 2.580 0.064 -0.02 -0.01 0.00 0.000
H 5.503 -0.440 0.531 0.03 0.04 0.03 0.000
H 4.326 0.285 -0.554 -0.01 0.00 -0.01 0.000
H 3.313 1.519 1.444 0.06 0.16 -0.02 0.000
H 4.421 0.678 2.502 0.02 -0.06 -0.01 0.000
H 3.124 -2.792 2.584 0.02 0.02 -0.02 0.000
H 4.586 -1.840 2.370 0.02 -0.06 -0.02 0.000
H 4.603 -2.324 -0.057 -0.03 -0.04 0.00 0.000
H 2.987 -2.976 0.014 -0.11 -0.03 -0.04 0.000
H 5.424 -4.236 1.402 0.00 0.04 -0.01 0.000
H 4.677 -4.815 -0.078 0.00 0.00 0.00 0.000
H 3.793 -4.886 1.448 -0.03 0.00 0.01 0.000
```
Forces are in eV/Å.